[1]
Density functional theory data (ωB97M-V with the def2-TZVPD basis set) for an isolated molecule of C3H7ClN2S at a distorted geometry.

Each line ends with the natural charge from an NBO analysis.
Element x y z (Å)
H  -1.46  -0.79  -1.38  0.345
N  -0.64  -0.24  -1.79  -0.618
C  0.27  -0.22  -0.98  0.333
C  1.41  0.70  -1.07  -0.700
C  0.29  -0.96  0.58  -0.486
Cl  -0.95  -2.24  0.62  -0.046
S  0.07  0.35  1.82  0.440
N  -1.48  0.90  1.59  -0.979
H  1.87  1.02  -1.98  0.247
H  2.16  0.14  -0.57  0.209
H  1.09  1.44  -0.31  0.250
H  1.26  -1.45  0.83  0.245
H  -2.18  0.30  2.02  0.382
H  -1.68  1.06  0.62  0.377

Its gap between HOMO and LUMO is 9.7 eV. The value obtained for the highest occupied orbital energy is -9.1 eV. Its SMILES is [H]/N=C(/C)[C@H](Cl)SN.

[2]
Density functional theory data (ωB97M-V with the def2-TZVPD basis set) for an isolated molecule of C3H7ClN2S at a distorted geometry.

Each line ends with the natural charge from an NBO analysis.
Element x y z (Å)
H  0.08  -2.51  -0.35  0.362
N  0.88  -1.89  -0.27  -0.626
C  0.63  -0.73  0.07  0.326
C  1.63  0.29  0.36  -0.735
C  -1.00  -0.36  0.82  -0.502
Cl  -2.01  -1.67  0.25  -0.019
S  -1.28  1.32  0.42  0.419
N  -1.44  1.27  -1.29  -0.966
H  2.52  0.13  -0.33  0.250
H  2.08  0.03  1.43  0.250
H  1.30  1.38  0.38  0.245
H  -0.78  -0.58  1.82  0.240
H  -0.49  1.44  -1.68  0.373
H  -2.12  1.87  -1.62  0.384

Its gap between HOMO and LUMO is 9.1 eV. The value obtained for the highest occupied orbital energy is -8.6 eV. Its SMILES is [H]/N=C(/C)[C@H](Cl)SN.

[3]
Density functional theory data (ωB97M-V with the def2-TZVPD basis set) for a structure of composition C3H7ClN5O2 at a distorted geometry.

Each line ends with the natural charge from an NBO analysis.
Element x y z (Å)
C  0.61  -1.46  0.67  0.082
C  1.02  -0.06  0.62  0.437
C  0.45  -2.62  -0.86  -0.092
N  0.35  -1.82  1.88  0.021
N  0.23  -1.60  -1.85  0.064
N  1.11  0.23  1.97  -0.229
N  1.27  0.68  -0.42  -0.726
N  -1.59  0.93  0.25  -1.109
O  -0.70  -1.76  -2.57  -0.174
O  0.66  -0.85  2.67  -0.076
Cl  -0.81  -3.73  -0.62  0.113
H  1.37  -3.03  -0.98  0.244
H  0.97  1.04  2.50  0.440
H  1.05  0.23  -1.36  0.460
H  1.38  1.65  -0.29  0.427
H  -2.35  0.40  0.50  0.372
H  -1.44  0.85  -0.76  0.364
H  -1.90  1.96  0.46  0.385

Its gap between HOMO and LUMO is 9.3 eV. The total charge is +1. The value obtained for the highest occupied orbital energy is -14.1 eV.

[4]
Density functional theory data (ωB97M-V with the def2-TZVPD basis set) for a cluster of 2 separate species, C3H7ClNO in total at a distorted geometry.

Each line ends with the natural charge from an NBO analysis.
Element x y z (Å)
C  0.19  1.12  0.78  -0.704
C  -0.49  -1.10  -0.52  -0.692
C  0.03  0.31  -0.43  -0.138
N  2.46  -0.41  -0.94  0.011
O  2.22  -1.56  -0.78  -0.437
Cl  2.62  0.03  -2.86  -0.465
H  1.21  0.74  1.19  0.213
H  0.46  2.04  0.34  0.217
H  -0.75  1.05  1.31  0.198
H  -0.96  -1.27  0.48  0.167
H  0.41  -1.73  -0.59  0.249
H  -1.21  -1.38  -1.25  0.199
H  0.23  0.90  -1.34  0.182

Its gap between HOMO and LUMO (spin up / spin down) is 6.5 / 7.0 eV. The total charge is -1. The value obtained for the highest occupied orbital energy (spin up / spin down) is -2.3 / -2.8 eV.

[5]
Density functional theory data (ωB97M-V with the def2-TZVPD basis set) for a cluster of 2 separate species, C3H7ClNO2S in total at a distorted geometry.

Each line ends with the natural charge from an NBO analysis.
Element x y z (Å)
C  3.00  1.51  -2.30  -0.576
C  -0.95  0.42  0.65  -0.488
C  0.81  -1.17  0.43  -0.494
N  -0.35  -0.49  -0.14  -0.275
O  0.78  2.51  -1.31  -1.012
O  2.19  1.35  0.26  -1.023
S  1.62  1.35  -1.14  1.627
Cl  4.32  0.38  -1.85  -0.117
H  2.73  1.35  -3.37  0.171
H  -1.69  1.00  0.20  0.190
H  -1.41  0.07  1.65  0.154
H  -0.28  1.20  0.94  0.231
H  1.34  -0.36  0.81  0.257
H  0.50  -1.71  1.28  0.165
H  1.19  -1.69  -0.31  0.190

Its gap between HOMO and LUMO (spin up / spin down) is 7.2 / 7.1 eV. The total charge is -1. The value obtained for the highest occupied orbital energy (spin up / spin down) is -3.9 / -3.5 eV.

[6]
Density functional theory data (ωB97M-V with the def2-TZVPD basis set) for an isolated molecule of C3H7FN4 at a distorted geometry.

Each line ends with the natural charge from an NBO analysis.
Element x y z (Å)
N  -3.13  -0.28  0.02  -0.642
N  -1.80  -0.45  -0.36  -0.332
C  -1.03  0.57  -0.17  0.223
N  0.39  0.45  -0.27  -0.309
N  1.19  1.58  0.18  -0.645
C  0.96  -0.74  0.28  -0.105
C  2.28  -1.11  0.06  0.133
F  3.14  -0.13  -0.53  -0.359
H  -3.49  0.43  -0.73  0.343
H  -3.54  -1.25  -0.35  0.356
H  -1.37  1.57  0.37  0.180
H  1.73  1.40  0.98  0.349
H  1.93  1.66  -0.55  0.367
H  0.27  -1.53  0.64  0.233
H  2.48  -2.18  0.41  0.209

Its gap between HOMO and LUMO is 9.3 eV. The value obtained for the highest occupied orbital energy is -8.3 eV. Its SMILES is N/N=C/N(N)/C=C\F.

[7]
Density functional theory data (ωB97M-V with the def2-TZVPD basis set) for the ion C3H7FNO3S with charge +1.

Each line ends with the natural charge from an NBO analysis.
Element x y z (Å)
O  2.13  -0.78  1.23  -0.887
S  1.88  0.34  0.40  2.417
O  1.74  1.66  0.89  -0.845
F  2.90  0.35  -0.76  -0.442
C  0.42  -0.10  -0.58  -0.377
C  -0.60  1.04  -0.80  -0.104
O  -1.86  0.43  -0.50  -0.459
C  -1.61  -0.35  0.61  0.092
N  -0.37  -1.13  0.18  -0.529
H  0.74  -0.51  -1.53  0.282
H  -0.64  1.37  -1.83  0.249
H  -0.43  1.87  -0.12  0.235
H  -1.34  0.25  1.48  0.200
H  -2.41  -1.05  0.84  0.238
H  -0.67  -1.83  -0.50  0.452
H  0.11  -1.56  0.97  0.479

Its gap between HOMO and LUMO is 12.4 eV. The total charge is +1. The value obtained for the highest occupied orbital energy is -16.3 eV. Its SMILES is O=S(=O)(F)[C@@H]1COC[NH2+]1.

[8]
Density functional theory data (ωB97M-V with the def2-TZVPD basis set) for a cluster of 3 separate species, C3H7FO in total at a distorted geometry.

Each line ends with the natural charge from an NBO analysis.
Element x y z (Å)
C  -0.90  1.05  -0.06  -0.611
C  -0.48  -0.29  0.43  0.135
C  0.70  -0.75  -0.46  -0.106
H  -1.37  0.72  -0.94  0.231
H  0.33  1.47  -0.71  0.190
H  -1.33  1.86  0.64  0.241
H  -0.24  -0.32  1.55  0.177
H  0.63  -0.13  -1.51  0.196
H  0.47  -1.81  -0.55  0.204
H  1.67  -0.38  1.42  0.428
O  2.10  -0.24  0.15  -0.693
F  -1.57  -1.19  0.05  -0.392

Its gap between HOMO and LUMO is 11.0 eV. The value obtained for the highest occupied orbital energy is -10.8 eV.

It is found that the energy values, taken in the order of the records, are -29561.05998; -29560.43919; -27278.90170; -19281.22469; -32163.74811; -11897.87442; -24401.55551; -7984.46592 eV.